1.
77
Properties=species:S:1:pos:R:3:forces:R:3:lowdin_charge:R:1 method="wB97M-V/def2-TZVPD" homo_lumo_gap_ev=6.1863 de_lowest_kj_mol=3.5 largest_force_ev_per_a=2.0 total_charge=-1 homo_ev=-4.106
K -0.0010 -0.2083 -0.4230 -0.1 0.1 0.1 0.67
C 0.2615 2.2264 2.7367 -0.2 0.2 0.2 -0.14
N -0.3146 0.9102 2.6249 -0.6 -0.1 -0.2 -0.14
C -1.7665 1.0680 2.5795 0.1 -0.5 0.3 -0.12
C -2.4951 -0.2180 2.3133 -0.2 0.3 0.3 -0.26
C -3.3545 -0.7168 3.2832 0.1 0.0 -0.9 -0.03
C -4.1648 -1.7901 2.9638 0.2 -0.2 0.4 -0.08
C -4.0376 -2.3684 1.7253 -0.5 -0.1 -0.7 -0.06
C -3.1238 -1.7997 0.8345 -0.4 -0.8 -0.5 -0.12
N -2.3540 -0.7708 1.1078 0.0 0.2 0.3 0.12
C 0.1121 -0.0393 3.6258 -0.2 0.2 0.2 -0.13
C 0.0185 -1.4861 3.2124 0.3 -0.3 -0.6 -0.27
C -0.4280 -2.4159 4.1319 0.2 -1.0 -0.5 -0.04
C -0.4061 -3.7676 3.8113 -0.1 0.3 -1.2 -0.06
C 0.0225 -4.1346 2.5299 -0.2 -1.0 0.4 -0.06
C 0.4374 -3.1397 1.6713 -0.1 0.6 0.0 -0.13
N 0.4379 -1.8493 1.9909 0.0 0.4 0.6 0.10
C 0.2723 2.9567 1.3998 0.0 0.0 1.0 -0.28
C -0.2837 4.2093 1.2787 -0.2 0.0 -0.4 -0.03
C -0.0548 4.8934 0.0997 -0.3 0.8 -0.1 -0.07
C 0.7057 4.3140 -0.8928 -0.1 0.2 -0.2 -0.06
C 1.1748 3.0227 -0.6854 0.0 0.6 -1.1 -0.13
N 0.9730 2.3753 0.4338 0.3 -0.7 0.5 0.09
H -0.2549 2.8374 3.5551 0.6 -0.4 -0.9 0.14
H 1.3111 2.1002 2.9813 0.2 0.1 0.3 0.11
H -2.1289 1.5017 3.5408 0.1 -0.1 -0.2 0.13
H -2.0378 1.7324 1.7654 0.0 0.3 -0.3 0.10
H -3.3903 -0.2009 4.2118 -0.2 0.2 0.7 0.10
H -4.8613 -2.1874 3.6795 -0.3 -0.1 0.2 0.10
H -4.7238 -3.1665 1.3899 0.6 0.4 0.2 0.11
H -3.0481 -2.2009 -0.1747 0.2 0.0 0.1 0.11
H 1.1574 0.1609 3.8622 0.1 0.0 0.0 0.12
H -0.4580 0.0524 4.5754 0.1 0.2 -0.1 0.13
H -0.8195 -2.1170 5.0683 -0.3 0.4 0.8 0.10
H -0.8150 -4.5061 4.4749 0.0 -0.2 0.3 0.10
H 0.0023 -5.1848 2.1768 0.0 0.8 0.4 0.11
H 0.7580 -3.3389 0.6616 0.1 -0.3 -0.2 0.11
H -0.9443 4.6178 2.0253 0.1 0.0 0.3 0.11
H -0.4849 5.8943 -0.0247 0.2 -0.4 -0.1 0.11
H 0.8950 4.8301 -1.8291 0.0 -0.1 0.1 0.10
H 1.7140 2.5370 -1.5081 -0.1 -0.1 0.5 0.12
O -0.8191 -2.7909 -4.2377 0.2 0.1 0.1 0.10
C -1.1966 -2.1808 -3.0963 0.2 -0.3 0.1 -0.48
O -0.8824 -2.6451 -2.0237 -0.2 0.4 -0.1 0.06
C -2.0988 -0.9920 -3.2907 0.2 -0.8 -0.5 -0.20
C -2.8907 -0.8486 -4.4241 0.1 0.3 0.0 -0.01
C -3.8552 0.1680 -4.3951 -0.1 -0.3 -0.4 -0.06
C -3.9755 0.9303 -3.2509 -0.2 -0.3 -0.1 0.00
C -3.0797 0.7255 -2.1927 -0.7 0.7 0.0 -0.17
N -2.1564 -0.2067 -2.2252 0.1 -0.2 0.2 0.15
C -3.2948 1.5087 -0.8902 -0.1 -0.6 0.2 -0.68
O -4.4834 1.4919 -0.5249 -0.2 0.3 0.0 -0.03
O -2.2924 1.9620 -0.3120 0.5 0.3 -0.1 -0.05
H -0.1756 -3.4616 -3.9439 -0.2 0.2 -0.2 0.13
H -2.7753 -1.4876 -5.3007 0.0 0.1 0.4 0.11
H -4.5255 0.2848 -5.2644 0.4 0.1 0.6 0.11
H -4.8028 1.6084 -3.0897 0.1 0.2 -0.1 0.11
C 3.5695 -0.2723 1.6766 -0.1 -0.2 -0.7 -0.03
C 3.9861 -0.2427 0.1916 -0.2 0.2 0.7 -0.32
C 5.3408 0.0343 -0.1192 -0.6 0.1 -1.0 -0.03
C 5.6725 0.2184 -1.4395 0.6 -0.3 0.6 -0.05
C 4.6947 0.0925 -2.4446 0.2 0.4 0.1 -0.22
C 4.9546 0.3994 -3.7948 -0.5 0.0 -0.5 -0.68
Br 6.6835 0.8456 -4.3877 0.6 0.1 -0.1 0.72
C 3.9423 0.4610 -4.7134 0.0 0.2 -1.1 -0.21
C 2.6244 0.1333 -4.3892 0.7 0.4 0.2 -0.63
Br 1.2123 0.4252 -5.6156 0.1 -0.1 -0.1 0.73
C 2.2849 -0.2340 -3.0855 -1.0 -0.6 1.6 -0.45
O 1.1114 -0.5332 -2.7223 0.4 0.1 -0.3 -0.19
C 3.3770 -0.2038 -2.0635 -0.3 -0.2 0.6 -0.11
N 3.0570 -0.3888 -0.7261 0.0 0.3 -1.1 0.15
H 4.4600 -0.2267 2.3128 -0.2 0.1 -0.1 0.06
H 3.0205 -1.1986 1.9023 0.1 0.4 -0.1 0.06
H 2.9085 0.5884 1.8960 0.3 -0.4 -0.2 0.06
H 6.0436 0.1526 0.6795 0.4 0.0 0.2 0.09
H 6.6987 0.4517 -1.7374 -0.4 0.0 0.2 0.07
H 4.1596 0.7986 -5.7431 -0.1 -0.3 0.7 0.09


2.
14
Properties=species:S:1:pos:R:3:forces:R:3:lowdin_charge:R:1 method="wB97M-V/def2-TZVPD" homo_lumo_gap_ev=10.1932 de_lowest_kj_mol=553.7 largest_force_ev_per_a=0.6 total_charge=0 homo_ev=-9.346
O 1.5910 -1.0048 1.5217 -0.1 0.1 0.1 -0.06
C 1.9134 -0.3879 0.2976 0.1 0.1 -0.3 -0.23
C 0.7792 -0.2715 -0.6438 -0.3 0.0 -0.3 -0.10
C -0.1221 -0.1096 -1.5104 0.5 -0.2 0.4 0.07
C -0.6812 0.7010 -0.1663 -0.1 0.4 0.1 -0.34
C -2.0742 0.3442 0.2062 -0.2 0.0 -0.1 -0.14
N -1.0104 0.1225 1.1650 0.0 -0.2 0.1 0.01
H 1.0672 -0.3720 2.0352 0.1 -0.2 0.0 0.08
H 2.3544 0.6071 0.4526 -0.1 -0.1 0.0 0.13
H 2.6712 -1.0061 -0.1952 -0.1 0.1 0.0 0.14
H -0.4069 1.7515 -0.1200 0.0 -0.2 0.0 0.13
H -2.5067 -0.5113 -0.3066 0.1 0.1 0.1 0.11
H -2.7655 1.1478 0.4501 0.1 -0.1 0.0 0.11
H -0.7639 -0.8662 1.1595 0.0 0.1 0.0 0.09


3.
8
Properties=species:S:1:pos:R:3:forces:R:3:lowdin_charge:R:1 method="wB97M-V/def2-TZVPD" homo_lumo_gap_ev=8.5673 de_lowest_kj_mol=193.1 largest_force_ev_per_a=2.8 total_charge=-1 homo_ev=-4.552
N -0.5752 0.2870 -0.8859 -1.0 -2.3 1.3 -0.24
O 1.2470 -1.4849 -0.0107 -0.1 0.1 -0.1 -0.55
O 1.2264 0.8547 0.8445 0.1 -0.1 0.0 -0.54
O -1.3953 -0.9813 0.0784 1.0 2.0 -1.5 -0.22
O -0.8925 1.4208 -0.2934 0.0 0.4 0.5 -0.17
S 1.2349 -0.0481 -0.3532 0.2 0.3 0.1 0.72
H -0.6189 -1.5610 0.1383 0.0 -0.2 0.2 -0.05
H -0.2263 1.5127 0.4819 -0.4 -0.2 -0.5 0.05


4.
100
Properties=species:S:1:pos:R:3:forces:R:3:lowdin_charge:R:1 method="wB97M-V/def2-TZVPD" homo_lumo_gap_ev=8.7725 de_lowest_kj_mol=199.0 largest_force_ev_per_a=2.2 total_charge=0 homo_ev=-8.866
C -1.1457 -0.5967 -4.5667 0.3 -0.5 1.0 -0.24
C -0.4934 -1.9017 -4.9747 0.3 -0.1 -0.5 -0.24
O -0.9765 -2.3335 -6.2392 -0.2 -0.5 0.1 -0.07
O -1.0183 0.3273 -5.6352 0.0 0.2 0.0 -0.06
H -0.6512 -0.2523 -3.6497 0.2 0.3 -0.2 0.09
H -2.1735 -0.7483 -4.2287 -0.2 -0.1 -0.6 0.13
H -0.6709 -2.6894 -4.2411 -0.3 0.1 0.0 0.11
H 0.6001 -1.8261 -5.0473 0.0 0.5 0.2 0.11
H -0.8468 -1.6116 -6.8620 0.0 0.1 0.1 0.07
H -1.8722 0.7332 -5.7995 0.0 0.0 0.0 0.09
C 3.5962 4.5530 2.8196 0.5 1.7 -0.4 -0.24
C 4.0159 3.2587 2.1872 0.3 -1.4 -0.1 -0.25
O 2.9575 2.6197 1.4817 -0.3 0.6 -0.1 -0.07
O 4.7017 5.1366 3.5330 -0.2 -0.5 0.2 -0.07
H 2.7268 4.5457 3.4729 0.1 -0.6 0.2 0.12
H 3.3579 5.2964 2.0478 -0.4 -0.4 -0.3 0.12
H 4.4121 2.5489 2.9218 0.0 0.3 0.4 0.12
H 4.8530 3.4297 1.5008 0.0 0.3 0.0 0.12
H 2.9774 1.6736 1.6391 0.1 0.0 0.0 0.05
H 5.2125 5.6510 2.9045 0.1 0.0 0.0 0.08
C 5.9415 0.0700 -0.0656 -0.8 -0.2 -0.2 -0.24
C 4.8123 -0.9386 0.1993 1.1 0.1 0.4 -0.19
O 4.0052 -0.5794 1.3202 -0.4 0.5 0.0 -0.08
O 6.7320 0.3220 1.0760 0.1 -0.3 0.0 -0.05
H 5.5198 0.9953 -0.4715 0.1 0.1 0.0 0.12
H 6.5790 -0.4026 -0.8135 0.1 0.2 -0.1 0.12
H 5.3228 -1.8884 0.3865 -0.4 -0.2 0.0 0.13
H 4.1377 -0.9987 -0.6522 0.0 -0.1 0.0 0.11
H 4.4186 -0.7366 2.1717 0.2 -0.3 -0.1 0.10
H 6.1462 0.4081 1.8333 0.0 0.3 0.0 0.07
C 1.6165 1.3370 -3.3317 -0.8 -0.3 -0.8 -0.24
C 2.8197 0.4385 -3.2445 0.0 0.3 0.0 -0.22
O 2.4154 -0.9111 -3.0071 0.2 0.1 -0.1 -0.08
O 0.9577 1.5344 -2.1049 0.0 0.9 0.0 -0.06
H 0.8718 0.9929 -4.0613 0.3 -0.6 0.0 0.09
H 1.8869 2.2829 -3.8161 0.4 0.3 0.8 0.13
H 3.4321 0.8110 -2.4106 0.1 -0.1 -0.1 0.11
H 3.4009 0.5138 -4.1686 0.0 0.0 0.0 0.12
H 3.1559 -1.4687 -3.2661 -0.1 -0.1 0.0 0.08
H 1.0463 0.7982 -1.4851 0.4 -0.3 0.0 0.04
C -1.3574 -3.1976 5.0828 -0.5 0.6 -0.4 -0.24
C -2.4641 -3.9810 5.7451 -0.6 0.2 0.4 -0.23
O -3.6141 -3.1305 5.9569 0.5 -0.1 0.1 -0.07
O -1.6018 -3.1710 3.6755 0.4 -0.1 0.1 -0.07
H -0.3646 -3.5893 5.3176 0.0 -0.3 -0.1 0.11
H -1.3976 -2.1673 5.4475 0.0 -0.1 0.3 0.12
H -2.1441 -4.3687 6.7168 0.2 -0.1 -0.1 0.11
H -2.8053 -4.8016 5.1117 0.4 -0.2 -0.1 0.12
H -4.0153 -3.4428 6.7712 -0.2 0.1 -0.1 0.07
H -1.5751 -2.2574 3.3812 -0.2 0.0 -0.1 0.07
C 1.5775 -5.3917 -3.0746 -0.3 0.1 -1.0 -0.22
C 1.1162 -4.0826 -2.4303 0.6 -0.9 1.9 -0.23
O -0.2711 -4.0139 -2.1173 -0.3 0.6 -0.9 -0.08
O 1.9977 -5.3313 -4.4435 -0.4 0.4 0.3 -0.07
H 0.7222 -6.0798 -3.0193 0.3 -0.3 0.3 0.12
H 2.4397 -5.7921 -2.5477 -0.1 -0.1 0.1 0.12
H 1.4924 -3.1816 -2.9090 -0.5 0.0 -0.4 0.09
H 1.5763 -4.1099 -1.4296 0.4 0.3 -0.2 0.11
H -0.6789 -4.8841 -2.1239 0.2 -0.1 0.0 0.08
H 1.2333 -5.0230 -4.9466 0.2 0.0 -0.2 0.09
C -5.3624 -1.2114 0.3906 0.8 0.8 0.0 -0.23
C -5.3506 -0.7256 1.8450 0.2 -0.4 0.9 -0.21
O -4.0232 -0.5623 2.3599 0.1 0.0 -0.2 -0.08
O -4.2087 -2.0023 0.1371 -0.3 -0.1 0.3 -0.08
H -5.3144 -0.3308 -0.2603 -0.3 -0.1 -0.1 0.10
H -6.2610 -1.7950 0.1995 0.0 0.0 -0.1 0.11
H -5.7844 -1.4865 2.4990 -0.1 0.0 -0.1 0.12
H -5.9036 0.1986 2.0192 -0.2 0.0 -0.4 0.10
H -3.7161 0.3493 2.2797 -0.1 0.1 -0.2 0.06
H -3.5480 -1.6008 0.7272 0.1 -0.2 -0.2 0.05
C -0.6325 -1.1958 -0.3072 0.1 0.6 -0.1 -0.21
C 0.5401 -1.0822 0.6549 -0.4 -0.5 -0.1 -0.20
O 1.4918 -0.1804 0.1191 0.0 0.4 -0.1 -0.08
O -1.6120 -0.1863 -0.0737 -0.3 -0.2 0.4 -0.07
H -1.0678 -2.1855 -0.1859 -0.4 0.2 -0.1 0.12
H -0.3267 -1.0721 -1.3514 0.4 -0.5 0.1 0.11
H 0.9625 -2.0770 0.8367 0.2 0.1 -0.2 0.12
H 0.1278 -0.7478 1.6155 0.1 0.2 0.0 0.12
H 2.3326 -0.2305 0.5927 -0.2 -0.2 0.1 0.04
H -1.1867 0.6816 -0.0691 0.1 0.0 -0.2 0.05
C -0.2407 3.1581 0.3359 0.7 0.1 0.5 -0.24
C -0.3286 4.5697 0.8762 0.5 0.9 -1.3 -0.23
O -1.3423 4.7159 1.8516 -0.1 -0.1 0.3 -0.06
O -1.2026 2.7795 -0.6276 -0.4 0.2 0.4 -0.06
H -0.3245 2.5056 1.2106 -0.1 -0.2 -0.2 0.13
H 0.7609 3.0141 -0.0769 0.0 0.0 0.1 0.10
H -0.4660 5.2948 0.0568 -0.5 -0.3 -0.1 0.13
H 0.6686 4.8901 1.2092 -0.1 -0.5 0.7 0.11
H -1.7636 5.5755 1.7848 0.1 0.1 -0.1 0.10
H -0.9123 3.1293 -1.4755 0.1 -0.3 -0.1 0.10
C -4.2155 3.1612 0.1573 -2.0 0.6 0.3 -0.26
C -4.4372 2.9991 1.6488 0.9 0.4 0.9 -0.22
O -3.2626 2.6158 2.3913 -0.3 -0.2 -0.4 -0.09
O -4.1973 1.9275 -0.5251 0.9 0.3 0.1 -0.05
H -3.4486 3.8952 -0.0962 0.6 -0.5 0.1 0.10
H -5.1337 3.6854 -0.1600 0.0 -0.3 -0.2 0.12
H -5.1959 2.2477 1.8600 0.0 -0.1 -0.3 0.10
H -4.8006 3.9257 2.1152 -0.1 0.1 -0.4 0.12
H -2.6644 3.3785 2.3601 0.2 -0.3 -0.1 0.04
H -3.2964 1.5770 -0.4419 -0.2 -0.1 -0.1 0.06


5.
69
Properties=species:S:1:pos:R:3:forces:R:3:lowdin_charge:R:1 method="wB97M-V/def2-TZVPD" homo_lumo_gap_ev="5.3631 / 7.8793" de_lowest_kj_mol=22.4 largest_force_ev_per_a=0.1 s2=0.768 spin_multiplicity=2 total_charge=0 homo_ev="-5.136 / -7.653"
Sc 0.3232 -0.5391 -0.0853 0.1 -0.1 0.0 0.71
C -3.0229 -2.3956 -1.2462 0.0 0.0 0.0 -0.04
C -2.8600 -0.9315 -1.5279 0.0 0.0 0.0 -0.33
C -3.8003 -0.2519 -2.2725 0.0 0.0 0.0 -0.05
C -3.5792 1.1014 -2.5402 0.0 0.0 0.0 -0.06
C -2.4764 1.7375 -2.0369 0.0 0.0 0.0 -0.03
C -1.5682 1.0101 -1.2259 0.0 0.0 0.0 -0.43
N -1.7737 -0.3229 -1.0292 0.0 0.0 0.0 0.05
N -0.4742 1.4760 -0.5911 0.0 0.0 0.0 -0.11
Si -0.0006 3.1469 -0.6685 0.0 0.0 0.1 0.40
C 1.4516 3.4893 0.4666 0.0 0.0 0.0 -0.17
C -1.3583 4.2977 -0.0455 0.0 0.0 0.0 -0.17
C 0.4748 3.6691 -2.4053 0.0 0.0 0.0 -0.16
H -4.0763 -2.6735 -1.2547 0.0 0.0 0.0 0.09
H -2.5934 -2.6385 -0.2747 0.0 0.0 0.0 0.03
H -2.5109 -2.9882 -2.0062 0.0 0.0 0.0 0.08
H -4.6754 -0.7646 -2.6454 0.0 0.0 0.0 0.10
H -4.2863 1.6535 -3.1478 0.0 0.0 0.0 0.11
H -2.2999 2.7813 -2.2455 0.0 0.0 0.0 0.08
H 1.1437 3.4088 1.5109 0.0 0.0 0.0 0.01
H 1.7784 4.5190 0.2948 0.0 0.0 0.0 0.04
H 2.3047 2.8288 0.3155 0.0 0.0 0.0 0.02
H -1.4639 4.2031 1.0380 0.0 0.0 0.0 0.02
H -2.3371 4.1211 -0.4927 0.0 0.0 0.0 0.02
H -1.0829 5.3349 -0.2544 0.0 0.0 0.0 0.03
H 1.2815 3.0465 -2.7965 0.0 0.0 0.0 0.02
H 0.8189 4.7068 -2.3998 0.0 0.0 0.0 0.03
H -0.3563 3.6006 -3.1094 0.0 0.0 0.0 0.02
O 1.3258 0.5670 1.4011 -0.1 0.0 0.0 -0.31
N 2.2031 0.1684 2.3217 0.0 0.0 0.0 -0.17
C 2.6979 1.1217 3.1415 0.0 0.0 0.0 -0.01
C 3.5990 0.8134 4.1189 0.0 0.0 0.0 -0.05
C 4.0060 -0.5193 4.2525 0.0 0.0 0.0 -0.06
C 3.4974 -1.4688 3.4070 0.0 0.0 0.0 -0.08
C 2.5682 -1.1375 2.4025 0.0 0.0 0.0 -0.65
S 1.9032 -2.2476 1.2947 0.0 0.1 0.0 0.67
H 2.3251 2.1135 2.9389 0.0 0.0 0.0 0.12
H 3.9782 1.5957 4.7584 0.0 0.0 0.0 0.11
H 4.7193 -0.7990 5.0159 0.0 0.0 0.0 0.11
H 3.7920 -2.5053 3.4784 0.0 0.0 0.0 0.11
N 0.4010 -4.6344 -1.9795 0.0 0.0 0.0 0.03
C -0.1567 -3.8818 -1.0370 0.0 0.0 0.0 -0.18
N 0.2922 -2.6479 -1.1414 0.0 0.1 -0.1 0.01
C 1.1862 -2.7117 -2.1950 0.0 0.0 0.0 -0.31
N 1.2620 -3.9156 -2.7380 0.0 0.0 0.0 0.13
C 1.9474 -1.5438 -2.5351 0.0 0.0 0.0 -0.22
C 2.8634 -1.5019 -3.5757 0.0 0.0 0.0 -0.11
N 3.6089 -0.4486 -3.8665 0.0 0.0 0.0 0.04
C 3.4201 0.6195 -3.0249 0.0 0.0 0.0 -0.15
C 2.5291 0.6216 -1.9998 0.0 0.0 0.0 -0.15
N 1.7269 -0.4483 -1.7095 -0.1 -0.1 0.0 -0.05
H 0.2669 -5.6135 -2.1601 0.0 0.0 0.0 0.16
H -0.8587 -4.2532 -0.3108 0.0 0.0 0.0 0.12
H 2.9833 -2.3872 -4.1922 0.0 0.0 0.0 0.11
H 4.0270 1.4968 -3.2102 0.0 0.0 0.0 0.09
H 2.4229 1.4902 -1.3646 0.0 0.0 0.0 0.07
N -1.4973 1.5805 2.4760 0.0 0.0 0.0 0.01
H -1.6304 2.1971 3.2699 0.0 0.0 0.0 0.03
H -1.9640 2.0013 1.6801 0.0 0.0 0.0 0.01
H -0.5064 1.5729 2.2453 0.0 0.0 0.0 -0.03
C -3.4207 -1.2367 2.3984 0.0 0.0 0.0 -0.42
Te -1.3132 -1.5115 2.4956 0.0 0.0 0.0 1.24
C -1.4604 -3.6418 2.3762 0.0 0.0 0.0 -0.45
H -3.7952 -1.5437 1.4244 0.0 0.0 0.0 -0.01
H -3.6003 -0.1763 2.5482 0.0 0.0 0.0 -0.02
H -3.8995 -1.8129 3.1865 0.0 0.0 0.0 0.00
H -1.8171 -4.0361 3.3244 0.0 0.0 0.0 0.00
H -0.4633 -4.0298 2.1749 0.0 0.0 0.0 -0.02
H -2.1501 -3.9322 1.5848 0.0 0.0 0.0 -0.01


6.
13
Properties=species:S:1:pos:R:3:forces:R:3:lowdin_charge:R:1 method="wB97M-V/def2-TZVPD" homo_lumo_gap_ev="7.9324 / 8.1578" de_lowest_kj_mol=554.9 largest_force_ev_per_a=3.6 total_charge=0 homo_ev="-9.442 / -9.173"
C 0.6114 0.7556 -0.2481 1.3 -2.4 0.4 0.08
C 1.7172 -0.1674 -0.3902 -1.3 -0.8 -1.0 -0.25
C -0.6989 0.1683 0.2530 -1.7 1.1 -1.0 -0.67
N 1.5821 -1.4199 -0.2708 1.2 -0.1 0.1 0.16
N -0.6686 -1.1375 0.7935 1.0 -0.6 -0.5 0.10
O -1.6421 0.2604 -0.9002 -0.4 -2.7 0.8 -0.05
O -1.1746 0.9582 1.3084 0.3 1.6 -0.2 0.02
H 0.9158 1.6786 -0.6484 -0.9 1.6 -0.2 0.09
H 2.5757 0.1108 -0.9906 0.6 0.6 0.2 0.11
H 0.2176 -1.6114 0.4057 -1.6 0.0 0.9 0.02
H -0.6102 -1.0199 1.8061 0.1 -0.3 -0.4 0.10
H -2.2092 -0.6311 -0.9609 2.1 2.8 0.6 0.16
H -0.8524 1.8735 1.1524 -0.6 -0.8 0.3 0.11